Record 1
# C26H20BrN8O4STi

A structure of composition C26H20BrN8O4STi (ωB97M-V/def2-TZVPD, the OMol25 dataset).

CARTESIAN COORDINATES (ANGSTROEM)
Ti: -0.351 0.148 0.087
O: 0.038 3.402 1.711
S: -0.053 2.853 0.375
O: -0.082 3.822 -0.698
O: 1.026 1.813 0.141
O: -1.293 1.924 0.289
N: 3.808 -1.310 0.584
C: 2.805 -1.040 -0.261
N: 1.759 -0.669 0.434
C: 2.179 -0.736 1.720
N: 3.426 -1.123 1.865
C: 1.254 -0.308 2.772
C: 1.579 -0.253 4.118
N: 0.724 0.228 5.013
C: -0.436 0.680 4.547
C: -0.775 0.624 3.200
N: 0.061 0.095 2.318
H: 4.741 -1.617 0.375
H: 2.866 -1.117 -1.334
H: 2.545 -0.600 4.460
H: -1.129 1.104 5.263
H: -1.705 1.018 2.810
Br: 1.472 -6.570 3.159
C: 0.885 -5.172 2.015
C: 1.226 -5.199 0.677
C: 0.808 -4.173 -0.157
C: 0.035 -3.113 0.335
C: -0.287 -3.111 1.701
C: 0.128 -4.132 2.535
N: -0.361 -2.042 -0.460
C: -0.525 -2.253 -1.765
C: -0.534 -1.152 -2.642
C: -0.673 -1.264 -4.047
C: -0.597 -0.141 -4.823
C: -0.379 1.112 -4.214
C: -0.248 1.161 -2.845
N: -0.316 0.071 -2.068
H: 1.828 -6.009 0.286
H: 1.110 -4.180 -1.197
H: -0.898 -2.313 2.095
H: -0.146 -4.124 3.581
H: -0.628 -3.261 -2.162
H: -0.838 -2.240 -4.484
H: -0.702 -0.218 -5.899
H: -0.321 2.021 -4.795
H: -0.087 2.097 -2.319
C: -2.643 -0.411 0.233
C: -3.110 -1.598 0.947
C: -3.384 -1.547 2.332
C: -3.732 -2.669 3.055
C: -3.836 -3.906 2.411
C: -3.609 -3.984 1.033
C: -3.262 -2.855 0.324
C: -4.194 -5.074 3.154
N: -4.482 -6.014 3.754
H: -3.122 0.500 0.603
H: -2.840 -0.513 -0.843
H: -3.312 -0.594 2.845
H: -3.926 -2.598 4.117
H: -3.705 -4.938 0.530
H: -3.095 -2.931 -0.743

Energy relative to the best compared isomer or geometry (same formula, charge and spin) (eV): 0.0000
Kohn-Sham gap (alpha / beta) (eV): 5.50 / 6.45
Highest occupied orbital energy (alpha / beta) (eV): -3.59 / -4.69
Calculated total energy (a.u.): -5563.6940
Total charge: -1
2S+1: 3
Maximum force (eV/Å): 0.62

---

Record 2
# C2H3N2OS

The ion C2H3N2OS with charge +1 in a non-equilibrium geometry (ωB97M-V/def2-TZVPD, the OMol25 dataset).

CARTESIAN COORDINATES (ANGSTROEM)
O: 0.453 -2.096 -0.445
S: -0.563 -1.276 0.507
N: -2.378 -0.746 -0.047
N: -2.385 0.426 -0.203
C: -1.171 1.212 -0.071
C: -0.116 0.495 0.327
H: 0.455 -2.986 -0.271
H: -1.107 2.340 -0.157
H: 0.931 0.709 0.584

Energy relative to the best compared isomer or geometry (same formula, charge and spin) (eV): 3.2910
Kohn-Sham gap (eV): 8.52
Highest occupied orbital energy (eV): -15.27
Calculated total energy (a.u.): -660.5381
Total charge: +1
Maximum force (eV/Å): 5.10
SMILES: OS1#[N+]N=CC=1

---

Record 3
# C31H20BrCoN5O2Se

A structure of composition C31H20BrCoN5O2Se (ωB97M-V/def2-TZVPD, the OMol25 dataset).

CARTESIAN COORDINATES (ANGSTROEM)
Co: 0.526 -0.053 0.022
Se: -7.175 -0.128 0.759
N: -5.922 -1.399 0.860
C: -4.772 -0.800 0.724
C: -3.488 -1.511 0.730
C: -3.386 -2.895 0.866
C: -2.140 -3.481 0.839
C: -1.021 -2.670 0.671
N: -1.107 -1.351 0.557
C: -2.320 -0.777 0.582
C: -2.354 0.689 0.412
N: -1.171 1.297 0.253
C: -1.146 2.607 0.044
C: -2.303 3.381 0.017
C: -3.520 2.761 0.192
C: -3.557 1.381 0.390
C: -4.806 0.628 0.556
N: -5.984 1.187 0.554
H: -4.288 -3.482 0.983
H: -2.019 -4.550 0.937
H: -0.027 -3.095 0.619
H: -0.171 3.047 -0.127
H: -2.232 4.447 -0.149
H: -4.450 3.316 0.170
N: 0.448 0.450 2.333
C: 1.404 0.066 3.337
C: 0.979 -0.336 4.592
C: 1.906 -0.707 5.554
C: 3.260 -0.657 5.261
C: 3.676 -0.254 4.002
C: 2.756 0.107 3.021
C: 3.234 0.457 1.658
C: 4.416 1.174 1.475
C: 4.976 1.316 0.212
C: 4.392 0.724 -0.894
C: 3.198 0.016 -0.753
C: 2.617 0.011 0.500
H: -0.490 0.218 2.639
H: 0.460 1.459 2.205
H: -0.081 -0.347 4.822
H: 1.568 -1.030 6.530
H: 3.992 -0.944 6.004
H: 4.731 -0.257 3.760
H: 4.909 1.605 2.338
H: 5.902 1.867 0.104
H: 4.859 0.784 -1.868
H: 2.754 -0.488 -1.598
Br: -0.293 -3.118 -6.735
C: -0.021 -1.459 -5.885
C: 0.054 -0.305 -6.651
C: 0.253 0.918 -6.023
C: 0.370 0.986 -4.644
C: 0.293 -0.181 -3.893
C: 0.102 -1.413 -4.508
C: 0.414 -0.111 -2.417
O: 0.537 0.997 -1.826
O: 0.410 -1.171 -1.712
H: -0.044 -0.366 -7.726
H: 0.318 1.819 -6.618
H: 0.520 1.932 -4.143
H: 0.053 -2.314 -3.913

Kohn-Sham gap (alpha / beta) (eV): 7.61 / 6.46
Highest occupied orbital energy (alpha / beta) (eV): -11.09 / -11.09
Calculated total energy (a.u.): -7975.6402
Total charge: +1
2S+1: 5
Maximum force (eV/Å): 0.60

---

Record 4
# CH6FN4OP3

A structure of composition CH6FN4OP3 in a non-equilibrium geometry (ωB97M-V/def2-TZVPD, the OMol25 dataset).

CARTESIAN COORDINATES (ANGSTROEM)
C: 1.797 -1.913 -0.225
N: -2.368 -0.376 -1.175
N: -0.885 0.296 1.072
N: 0.463 -1.931 2.358
N: -2.584 2.121 0.718
O: 0.718 -0.964 -0.183
F: -1.819 -2.446 -0.090
P: -1.238 -1.455 -1.262
P: -2.482 0.463 1.059
P: 0.031 -0.907 1.369
H: 2.615 -1.298 0.263
H: 2.160 -2.150 -1.202
H: 1.703 -2.773 0.485
H: -2.574 0.033 -2.049
H: -1.789 2.586 1.078
H: -3.312 2.682 1.120

Energy relative to the best compared isomer or geometry (same formula, charge and spin) (eV): 3.0201
Kohn-Sham gap (eV): 8.35
Highest occupied orbital energy (eV): -8.85
Calculated total energy (a.u.): -1459.8410
Maximum force (eV/Å): 3.36

---

Record 5
# IPd

A structure of composition IPd in a non-equilibrium geometry (ωB97M-V/def2-TZVPD, the OMol25 dataset).

CARTESIAN COORDINATES (ANGSTROEM)
Pd: 0.911 -0.844 -0.578
I: -0.911 0.844 0.578

Energy relative to the best compared isomer or geometry (same formula, charge and spin) (eV): 0.1819
Kohn-Sham gap (alpha / beta) (eV): 9.97 / 6.19
Highest occupied orbital energy (alpha / beta) (eV): -16.00 / -15.42
Calculated total energy (a.u.): -425.1850
Total charge: +1
2S+1: 3
Maximum force (eV/Å): 2.12

---

Record 6
# C19H19BBrCaN2O8

A structure of composition C19H19BBrCaN2O8 (ωB97M-V/def2-TZVPD, the OMol25 dataset).

CARTESIAN COORDINATES (ANGSTROEM)
Ca: -0.312 0.153 -0.161
Br: 3.034 -0.057 -0.625
C: 2.579 1.772 -0.224
C: 3.546 2.603 0.255
C: 3.103 3.941 0.469
C: 1.828 4.323 0.268
C: 0.789 3.331 -0.132
N: 1.310 2.035 -0.494
C: -1.105 2.284 0.804
O: -1.359 1.429 1.680
O: -1.520 2.168 -0.391
H: 4.561 2.284 0.413
H: 3.819 4.692 0.786
H: 1.514 5.347 0.405
O: -0.641 5.025 -1.052
C: -0.049 3.982 -1.253
O: -0.114 3.172 1.050
C: 0.073 3.505 -2.686
C: 0.559 4.442 -3.594
C: 0.733 4.139 -4.938
C: 0.405 2.882 -5.418
C: -0.097 1.979 -4.500
C: -0.269 2.244 -3.159
N: -0.482 0.613 -4.994
O: -0.292 0.370 -6.168
O: -0.974 -0.160 -4.201
H: 0.805 5.429 -3.226
H: 1.125 4.888 -5.613
H: 0.524 2.603 -6.453
H: -0.701 1.474 -2.544
C: 1.352 -5.485 -1.233
C: 0.244 -4.472 -1.478
C: -0.064 -4.395 -2.970
O: 0.713 -3.181 -1.073
B: -0.342 -2.424 -0.506
O: -1.424 -3.317 -0.326
C: -1.023 -4.665 -0.599
C: -0.730 -5.330 0.744
C: -2.176 -5.382 -1.284
H: 2.204 -5.252 -1.872
H: 1.027 -6.502 -1.468
H: 1.689 -5.458 -0.199
H: 0.843 -4.104 -3.500
H: -0.825 -3.644 -3.179
H: -0.404 -5.353 -3.370
H: 0.075 -4.814 1.267
H: -0.456 -6.382 0.636
H: -1.626 -5.268 1.363
H: -2.497 -4.860 -2.182
H: -3.026 -5.432 -0.602
H: -1.902 -6.405 -1.556

Energy relative to the best compared isomer or geometry (same formula, charge and spin) (eV): 1.1907
Kohn-Sham gap (eV): 6.37
Highest occupied orbital energy (eV): -4.51
Calculated total energy (a.u.): -4723.4587
Total charge: -1
Maximum force (eV/Å): 0.90

---

Please write out number 3 again, unchanged.
# C31H20BrCoN5O2Se

A structure of composition C31H20BrCoN5O2Se (ωB97M-V/def2-TZVPD, the OMol25 dataset).

CARTESIAN COORDINATES (ANGSTROEM)
Co: 0.526 -0.053 0.022
Se: -7.175 -0.128 0.759
N: -5.922 -1.399 0.860
C: -4.772 -0.800 0.724
C: -3.488 -1.511 0.730
C: -3.386 -2.895 0.866
C: -2.140 -3.481 0.839
C: -1.021 -2.670 0.671
N: -1.107 -1.351 0.557
C: -2.320 -0.777 0.582
C: -2.354 0.689 0.412
N: -1.171 1.297 0.253
C: -1.146 2.607 0.044
C: -2.303 3.381 0.017
C: -3.520 2.761 0.192
C: -3.557 1.381 0.390
C: -4.806 0.628 0.556
N: -5.984 1.187 0.554
H: -4.288 -3.482 0.983
H: -2.019 -4.550 0.937
H: -0.027 -3.095 0.619
H: -0.171 3.047 -0.127
H: -2.232 4.447 -0.149
H: -4.450 3.316 0.170
N: 0.448 0.450 2.333
C: 1.404 0.066 3.337
C: 0.979 -0.336 4.592
C: 1.906 -0.707 5.554
C: 3.260 -0.657 5.261
C: 3.676 -0.254 4.002
C: 2.756 0.107 3.021
C: 3.234 0.457 1.658
C: 4.416 1.174 1.475
C: 4.976 1.316 0.212
C: 4.392 0.724 -0.894
C: 3.198 0.016 -0.753
C: 2.617 0.011 0.500
H: -0.490 0.218 2.639
H: 0.460 1.459 2.205
H: -0.081 -0.347 4.822
H: 1.568 -1.030 6.530
H: 3.992 -0.944 6.004
H: 4.731 -0.257 3.760
H: 4.909 1.605 2.338
H: 5.902 1.867 0.104
H: 4.859 0.784 -1.868
H: 2.754 -0.488 -1.598
Br: -0.293 -3.118 -6.735
C: -0.021 -1.459 -5.885
C: 0.054 -0.305 -6.651
C: 0.253 0.918 -6.023
C: 0.370 0.986 -4.644
C: 0.293 -0.181 -3.893
C: 0.102 -1.413 -4.508
C: 0.414 -0.111 -2.417
O: 0.537 0.997 -1.826
O: 0.410 -1.171 -1.712
H: -0.044 -0.366 -7.726
H: 0.318 1.819 -6.618
H: 0.520 1.932 -4.143
H: 0.053 -2.314 -3.913

Kohn-Sham gap (alpha / beta) (eV): 7.61 / 6.46
Highest occupied orbital energy (alpha / beta) (eV): -11.09 / -11.09
Calculated total energy (a.u.): -7975.6402
Total charge: +1
2S+1: 5
Maximum force (eV/Å): 0.60

---

Question: Which formula does entry 3 have?
Answer: C31H20BrCoN5O2Se